Version i
This record from OMol25 describes an isolated molecule of C8H20N2O2S. The level of theory is wB97M-V/def2-TZVPD.

```
33
C8H20N2O2S wB97M-V/def2-TZVPD
C -3.1794 -0.4626 0.0091
C -2.5662 0.9543 -0.1545
C -1.5802 1.0555 -1.3552
C -0.2863 0.3372 -1.0527
N 0.5294 0.8372 0.0996
C 0.6327 0.1829 1.3784
C 1.8516 -0.7887 1.4922
C 1.9135 -1.9427 0.4818
C 0.7743 -2.9541 0.6000
S 1.8361 1.8148 -0.3799
N 1.1723 3.0949 -1.1582
O 2.4448 2.2850 0.8498
O 2.6100 1.1257 -1.3858
H -3.8169 -0.7069 -0.8912
H -3.7619 -0.4288 0.9371
H -2.4092 -1.2460 0.1183
H -2.0333 1.2226 0.8027
H -3.3928 1.6907 -0.2640
H -1.3549 2.1189 -1.5047
H -1.9766 0.6349 -2.2855
H 0.3426 0.3042 -1.9615
H -0.4996 -0.7536 -0.9135
H -0.2691 -0.4446 1.5633
H 0.6750 0.9337 2.1851
H 2.7638 -0.2093 1.3973
H 1.8469 -1.2366 2.5012
H 1.9871 -1.5671 -0.5645
H 2.8807 -2.4859 0.6456
H 0.8385 -3.5969 1.5118
H -0.2731 -2.5276 0.4854
H 0.8369 -3.7240 -0.2443
H 1.1178 3.0052 -2.1861
H 0.3455 3.4777 -0.7568
```

Output
- Structure (SMILES): CCCCN(CCCC)S(N)(=O)=O
- Frontier orbital gap: 9.81 eV
- Charge: 0

---

Version ii
This record from OMol25 describes an isolated molecule of C8H20N2O2S. The level of theory is wB97M-V/def2-TZVPD.

```
33
C8H20N2O2S wB97M-V/def2-TZVPD
C -2.9044 1.3570 1.9435
C -2.1927 2.0672 0.7738
C -2.1204 1.2069 -0.5032
C -1.1979 -0.0135 -0.3816
N 0.1982 0.3358 -0.1030
C 0.7579 0.0604 1.2249
C 1.3577 -1.3285 1.4400
C 0.4266 -2.5184 1.2026
C -0.6755 -2.6470 2.2495
S 1.2579 0.2319 -1.3856
N 0.7879 1.4328 -2.4376
O 2.5506 0.6002 -0.8516
O 1.0500 -0.9995 -2.1202
H -3.9008 1.0705 1.6482
H -2.9426 1.9771 2.8355
H -2.3508 0.4513 2.2813
H -1.1841 2.3766 1.0947
H -2.7105 2.9914 0.5234
H -1.7748 1.8650 -1.3239
H -3.1259 0.8326 -0.7761
H -1.2489 -0.5889 -1.3045
H -1.5630 -0.6644 0.4331
H -0.0637 0.2372 1.9331
H 1.5400 0.7617 1.4253
H 2.2259 -1.4295 0.7792
H 1.7641 -1.3769 2.4317
H 0.0072 -2.4737 0.2162
H 1.0411 -3.4536 1.2539
H -0.2734 -2.7487 3.2884
H -1.3383 -1.7909 2.2689
H -1.3134 -3.5384 2.0517
H -0.0013 1.1537 -3.0368
H 0.6708 2.3473 -1.9920
```

Output
- Structure (SMILES): CCCCN(CCCC)S(N)(=O)=O
- Frontier orbital gap: 9.95 eV
- Charge: 0

---

Preferred: version ii; penalty for the next structure: 9.7 kcal/mol.